# C32H28BiBr2N12O3S2

C32H28BiBr2N12O3S2 as an isolated structure at a distorted geometry (wB97M-V/def2-TZVPD, OMol25).

Output
Highest occupied orbital energy, eV: -9.33
M, g/mol: 1061.579
Max |F|, eV Å⁻¹: 5.43
ΔE to the lowest compared entry with this formula, charge and spin, kcal per mole: 29.3
E_tot, a.u.: -8277.80106

```
! RIJCOSX wB97M-V def2-TZVPD def2/J DEFGRID3
* xyz 1 1
Bi -0.776 -1.382 1.000
O -0.585 -5.274 -1.169
C -0.579 -4.039 -0.873
N -0.161 -3.643 0.388
C 0.324 -4.459 1.337
O 1.053 -5.452 1.131
C -0.026 -4.097 2.728
C -0.206 -5.120 3.710
C -0.604 -4.718 5.008
C -0.585 -3.349 5.334
C -0.344 -2.408 4.342
N -0.199 -2.798 3.059
C -0.900 -2.987 -1.844
C -0.868 -3.300 -3.211
C -1.097 -2.352 -4.147
C -1.665 -1.102 -3.726
C -1.745 -0.882 -2.382
N -1.297 -1.759 -1.452
H -0.035 -6.136 3.465
H -1.020 -5.544 5.585
H -0.889 -3.090 6.325
H -0.261 -1.372 4.530
H -0.491 -4.307 -3.437
H -0.819 -2.564 -5.129
H -1.939 -0.352 -4.491
H -2.137 0.050 -1.941
N -3.673 -4.156 1.174
C -4.119 -2.924 1.295
N -3.574 -1.792 1.021
C -4.373 -0.742 1.419
C -5.495 -1.160 2.165
S -5.614 -2.847 2.254
C -3.988 0.568 1.043
C -4.607 1.659 1.676
S -3.996 3.124 1.001
C -2.676 2.186 0.195
N -2.832 0.842 0.372
N -1.770 2.741 -0.612
H -2.930 -4.318 0.544
H -4.225 -4.940 1.437
H -6.168 -0.595 2.866
H -5.397 1.631 2.465
H -1.736 3.734 -0.709
H -0.993 2.217 -1.094
Br -0.314 2.018 4.952
C 0.932 1.747 3.586
C 2.132 2.330 3.625
C 3.191 2.006 2.758
Br 4.582 3.237 2.511
C 3.062 0.811 1.881
C 4.077 0.360 1.033
C 3.779 -0.725 0.217
C 2.476 -1.200 0.121
N 1.529 -0.921 1.047
C 1.757 0.205 1.846
C 0.696 0.684 2.658
O -0.487 0.173 2.567
H 2.271 3.304 4.111
H 4.987 0.903 1.021
H 4.514 -1.051 -0.479
H 2.293 -2.050 -0.641
C 4.200 4.579 -3.894
C 2.690 5.054 -3.828
C 2.181 5.434 -2.449
C 1.801 4.011 -4.603
N 1.397 2.932 -3.676
C 2.015 1.824 -3.247
N 1.231 1.226 -2.363
N 0.144 1.956 -2.209
N 0.214 3.033 -2.990
H 4.841 5.376 -3.472
H 4.543 4.329 -4.942
H 4.400 3.777 -3.170
H 2.675 5.946 -4.543
H 2.408 4.649 -1.695
H 1.085 5.554 -2.393
H 2.562 6.388 -2.042
H 2.367 3.538 -5.403
H 0.837 4.422 -5.038
H 2.948 1.349 -3.508
*
```

The molecule's Löwdin atomic charges, reported in e, are given here: 2.0119, 0.0600, -0.4273, -0.0290, -0.4689, 0.0945, -0.1845, 0.0410, -0.0158, -0.0231, -0.0854, 0.0013, -0.2123, 0.0026, -0.0197, -0.0185, -0.1406, -0.0324, 0.1097, 0.1187, 0.1059, 0.0884, 0.1367, 0.0977, 0.1238, 0.0937, 0.1145, -0.6845, 0.0050, -0.3416, -0.3834, 1.0533, -0.3877, -0.3680, 1.0108, -0.6098, 0.0226, 0.0899, 0.0789, 0.0986, 0.0895, 0.0891, 0.0864, 0.0241, 0.8339, -0.6308, -0.2003, -0.6118, 0.7962, -0.1564, 0.0038, -0.0378, -0.1087, -0.0467, -0.1486, -0.4366, -0.3529, 0.1078, 0.0811, 0.1031, 0.1510, -0.0765, -0.3881, -0.0902, -0.0896, -0.0937, -0.1198, 0.0314, -0.0691, 0.1061, 0.0804, 0.0946, 0.0630, 0.1489, 0.0822, 0.0729, 0.0887, 0.1169, 0.1468, 0.1328

***

# C6H8O6Sn

C6H8O6Sn as an isolated structure at a distorted geometry (wB97M-V/def2-TZVPD, OMol25).

Output
Highest occupied orbital energy (spin up / spin down), eV: -12.19 / -12.21
M, g/mol: 294.835
Max |F|, eV Å⁻¹: 9.10
E_tot, a.u.: -898.66605

```
! RIJCOSX wB97M-V def2-TZVPD def2/J DEFGRID3
* xyz 1 2
O -1.378 0.529 -1.237
Sn -0.132 -0.128 -2.615
O -1.960 0.079 -3.266
C -2.448 0.447 -2.147
O -3.580 0.682 -1.801
C -1.608 0.912 0.128
C -0.326 1.360 0.751
H -2.357 1.718 0.123
H -2.044 0.057 0.662
H 0.256 2.062 0.143
H -0.489 1.826 1.728
O 2.688 -0.589 0.085
C 1.687 -1.007 -0.658
C 2.188 -0.490 1.423
O 1.421 -0.547 -1.762
O 0.848 -1.713 0.056
C 1.311 -1.734 1.431
H 0.883 0.532 1.423
H 0.431 -1.659 2.079
H 1.827 -2.677 1.643
H 2.783 0.340 1.810
*
```

The molecule's Löwdin atomic charges, reported in e, are given here: -0.2363, 1.5186, -0.1493, -0.7192, 0.1793, -0.1733, -0.0123, 0.1563, 0.1494, 0.0872, 0.0817, 0.1090, -0.5429, -0.0029, -0.1163, 0.0862, -0.0566, 0.1822, 0.1481, 0.1526, 0.1583

***

# C7H11AuI2N2O5S

C7H11AuI2N2O5S as an isolated structure at a distorted geometry (wB97M-V/def2-TZVPD, OMol25).

Output
Highest occupied orbital energy (spin up / spin down), eV: 0.73 / 0.43
M, g/mol: 686.016
Max |F|, eV Å⁻¹: 4.53
E_tot, a.u.: -1888.16587

```
! RIJCOSX wB97M-V def2-TZVPD def2/J DEFGRID3
* xyz -2 3
C 1.597 -3.094 -1.438
I 2.731 -2.065 0.591
H 2.554 -3.195 -1.975
H 0.887 -2.581 -2.101
H 1.265 -4.052 -1.015
C -1.451 2.528 -1.392
C -0.241 0.852 -0.520
N -1.353 1.593 -0.365
H -0.034 2.920 -3.029
I 1.124 1.307 2.339
N 0.403 1.365 -1.591
H -2.276 3.205 -1.466
Au 0.545 -0.658 0.598
C -0.243 -2.295 -0.283
O -1.223 -2.891 -0.411
C -0.353 2.390 -2.154
C 1.736 0.984 -2.038
H 2.508 1.531 -1.475
H 1.843 1.222 -3.103
H 1.896 -0.088 -1.878
C -2.302 1.526 0.730
H -3.318 1.502 0.319
H -2.215 2.426 1.352
H -2.130 0.649 1.361
O -1.729 -0.435 3.364
S -0.499 -1.095 3.777
O -0.473 -1.688 5.094
O 0.061 -1.998 2.732
O 0.689 0.136 3.978
*
```

The molecule's Löwdin atomic charges, reported in e, are given here: -0.4779, 0.3314, -0.0696, -0.0390, -0.0323, -0.0780, -0.3587, -0.1375, 0.0973, 0.5876, -0.1348, 0.1002, 0.2816, -0.4068, 0.0483, -0.0813, -0.0480, 0.0895, 0.0777, 0.0450, -0.0568, 0.0813, 0.0865, 0.0531, -0.4150, 0.2907, -0.3827, -0.5041, -0.9479